(1)
{"formula": "C14H12N3OPdTe4", "method": "wB97M-V/def2-TZVPD", "spin_multiplicity": 3, "homo_lumo_gap_ev": [5.303, 5.755], "s_squared": 2.0149, "homo_ev": [-3.35, -3.95], "charge": -1, "species": ["Pd", "C", "C", "N", "N", "C", "O", "C", "C", "C", "C", "C", "C", "C", "C", "C", "C", "C", "N", "H", "H", "H", "H", "H", "H", "H", "H", "H", "H", "H", "H", "Te", "Te", "Te", "Te"], "xyz": [[-0.230267, -0.418791, -1.885656], [-1.253778, 0.679995, 2.192224], [-1.180859, 0.373489, 0.731865], [-0.086719, 0.164570, 0.099733], [1.149211, 0.210488, 0.682260], [2.062753, -0.193304, -0.197175], [1.898455, -0.585264, -1.396319], [3.478856, -0.187711, 0.314630], [3.790154, 0.165650, 1.625354], [5.107408, 0.163294, 2.058340], [6.130678, -0.191715, 1.187550], [5.826268, -0.545568, -0.119487], [4.506666, -0.544111, -0.551773], [-2.416296, 0.229878, -0.085105], [-3.609216, -0.077499, 0.426706], [-4.831569, -0.318372, -0.395315], [-4.644692, 0.137311, -1.829226], [-3.275794, -0.286162, -2.348079], [-2.235535, 0.352655, -1.518233], [-0.245261, 0.811642, 2.574937], [-1.733279, -0.136327, 2.736805], [-1.840187, 1.584238, 2.365135], [2.982889, 0.439673, 2.290613], [5.337776, 0.438772, 3.080670], [7.159319, -0.193118, 1.527980], [6.617968, -0.824784, -0.804467], [4.247878, -0.819249, -1.564811], [-3.692518, -0.236948, 1.493664], [-5.703195, 0.147596, 0.060937], [-5.447115, -0.207170, -2.475309], [-3.148465, 0.068683, -3.365345], [-1.965554, 2.265964, -2.136175], [-4.675761, 2.354881, -1.964220], [-5.323202, -2.445517, -0.379556], [-2.757019, -2.377182, -2.433156]], "forces_ev_per_angstrom": [[0.3060, -0.2645, -0.3089], [0.0000, 0.0149, 0.0152], [-0.1088, -0.0641, -0.1491], [-0.0231, 0.1379, 0.1892], [-0.0333, -0.0979, -0.2416], [0.1921, -0.0341, 0.0525], [-0.0826, 0.1178, 0.2299], [-0.0370, 0.0152, -0.0201], [-0.0351, 0.0078, -0.0026], [-0.0034, -0.0008, 0.0005], [-0.0237, 0.0027, -0.0002], [-0.0404, 0.0035, 0.0062], [0.0508, -0.0087, 0.0056], [0.1455, 0.0725, -0.1628], [-0.2559, -0.0411, -0.0966], [0.1803, 0.0192, 0.0319], [0.3226, -0.0917, 0.0035], [-0.1794, 0.1579, 0.3356], [-0.0371, -0.3286, 0.0829], [-0.0053, 0.0066, 0.0198], [0.0037, -0.0166, -0.0118], [-0.0051, -0.0121, -0.0185], [0.0155, -0.0011, 0.0018], [-0.0004, -0.0024, -0.0089], [-0.0068, -0.0004, -0.0029], [-0.0088, 0.0023, 0.0048], [-0.0041, 0.0003, -0.0046], [-0.0102, 0.0018, 0.0001], [0.0044, 0.0227, 0.0007], [0.0085, 0.0404, -0.0409], [0.0831, 0.0235, -0.0304], [0.3369, 0.5002, -0.0546], [-0.5253, 0.0034, 0.0741], [-0.0046, -0.0407, 0.0109], [-0.2191, -0.1458, 0.0894]], "lowdin_spin": [0.811, 0.002, 0.001, 0.107, 0.012, 0.005, 0.038, 0.002, 0.001, 0.000, 0.000, 0.000, 0.000, 0.000, 0.001, 0.027, 0.007, 0.024, 0.046, 0.000, 0.000, 0.000, 0.000, 0.000, 0.000, 0.000, 0.000, 0.001, 0.012, 0.000, 0.007, -0.003, 0.003, 0.496, 0.400]}


(2)
{"formula": "C14H12N3OSbSe4Tc", "method": "wB97M-V/def2-TZVPD", "spin_multiplicity": 4, "homo_lumo_gap_ev": [6.104, 5.564], "s_squared": 3.7810, "homo_ev": [-7.66, -7.78], "relative_energy_kj_mol": 80.0, "species": ["Tc", "C", "C", "N", "N", "C", "O", "C", "C", "C", "C", "C", "C", "C", "C", "C", "C", "C", "N", "H", "H", "H", "H", "H", "H", "H", "H", "H", "H", "H", "H", "Se", "Sb", "Se", "Se", "Se"], "xyz": [[1.323799, 0.286087, 0.460057], [-0.493511, -3.417081, -1.069339], [0.027372, -2.296292, -0.236610], [0.157011, -1.075876, -0.645093], [-0.257739, -0.665168, -1.918082], [-0.097314, 0.647704, -1.960709], [0.372552, 1.327278, -0.953281], [-0.551753, 1.425550, -3.133344], [-0.698223, 2.804901, -3.030853], [-1.129339, 3.534780, -4.128214], [-1.400104, 2.892845, -5.325557], [-1.243656, 1.517130, -5.431587], [-0.821999, 0.781221, -4.338578], [0.472810, -2.481712, 1.178515], [0.361642, -3.681138, 1.858764], [0.712343, -3.736810, 3.208111], [1.162381, -2.585563, 3.840371], [1.278693, -1.416078, 3.096768], [0.948707, -1.357529, 1.801198], [-0.890366, -3.024424, -2.001839], [-1.275439, -3.965805, -0.546223], [0.314536, -4.114598, -1.297977], [-0.469820, 3.293042, -2.095223], [-1.247155, 4.606587, -4.048640], [-1.728791, 3.465557, -6.182018], [-1.446637, 1.019036, -6.369934], [-0.692321, -0.288903, -4.405482], [0.005622, -4.556239, 1.339959], [0.634197, -4.667505, 3.750966], [1.450038, -2.584780, 4.878190], [1.678686, -0.501610, 3.526987], [6.840094, 0.456302, 0.128156], [4.561873, -0.428001, 0.691031], [3.200660, 1.434386, 1.605756], [2.984607, -0.344981, -1.183509], [4.861635, -2.282073, 2.139227]], "forces_ev_per_angstrom": [[-0.7317, -0.6334, -1.1363], [0.0484, 0.0617, -0.0045], [0.2914, 0.4989, 0.2159], [-0.4827, -0.1476, -0.0159], [0.3203, 0.3919, 0.7353], [-0.3858, -0.4384, 0.5422], [0.4256, 0.5940, -0.3858], [0.0986, -0.2503, -0.0553], [0.0210, -0.0021, -0.0521], [0.0306, -0.0082, 0.1041], [-0.0154, -0.0253, -0.0646], [0.0055, -0.0217, -0.0199], [-0.0402, 0.0396, 0.0338], [-0.1721, 0.4531, -0.3388], [0.1135, 0.1883, 0.2186], [0.0656, 0.4036, -0.1933], [-0.1599, -0.0299, -0.3605], [0.0922, -0.1861, -0.0566], [0.3638, -0.5385, 0.1907], [0.0163, 0.0021, 0.0394], [-0.0471, -0.0142, 0.0268], [0.0179, -0.0348, -0.0029], [0.0103, 0.0145, 0.0336], [-0.0030, 0.0263, 0.0072], [-0.0133, 0.0151, -0.0283], [-0.0055, -0.0044, -0.0160], [-0.0009, -0.0456, 0.0015], [-0.0300, -0.0757, -0.0252], [0.0037, -0.0378, 0.0192], [0.0284, -0.0051, 0.0972], [-0.0174, -0.1539, -0.0968], [-0.0458, -0.1040, -0.0517], [0.5615, 0.4671, 0.5012], [-0.2806, 0.4821, 0.9382], [-0.0636, -0.6660, -0.7045], [-0.0199, -0.2151, -0.0957]], "lowdin_spin": [1.720, -0.002, -0.012, 0.001, 0.012, 0.007, 0.074, 0.001, 0.001, 0.000, 0.000, 0.000, 0.000, 0.006, -0.003, 0.007, 0.000, 0.016, 0.032, 0.000, 0.000, -0.001, 0.000, 0.000, 0.000, 0.000, 0.000, 0.000, 0.000, 0.000, 0.001, 0.889, 0.028, 0.085, 0.056, 0.084]}


(3)
{"formula": "C14H13ClF2IN4O10PS2", "method": "wB97M-V/def2-TZVPD", "homo_lumo_gap_ev": 4.649, "homo_ev": -8.07, "species": ["C", "C", "O", "C", "O", "C", "C", "I", "C", "N", "C", "O", "N", "N", "C", "O", "C", "C", "C", "O", "C", "C", "C", "P", "O", "Cl", "H", "H", "H", "H", "H", "H", "H", "H", "H", "H", "H", "H", "H", "N", "S", "O", "O", "F", "S", "O", "O", "F"], "xyz": [[6.235843, -0.212483, 0.107693], [5.924914, 0.335490, -1.112138], [5.093369, 1.450525, -1.240861], [3.999343, 1.281172, -2.061486], [3.738155, 2.063044, -2.918124], [3.059551, 0.094868, -1.851928], [3.244183, -1.074265, -2.607282], [4.746255, -1.224557, -4.095599], [2.405667, -2.153936, -2.370420], [2.556163, -3.371971, -3.068207], [3.549103, -4.015959, -2.692127], [4.603321, -4.418584, -2.477134], [1.398125, -2.072541, -1.462333], [0.598122, -3.239917, -1.310089], [1.098372, -3.931279, -0.395672], [1.661182, -4.535976, 0.394706], [1.148468, -0.947507, -0.732778], [-0.006997, -0.981871, 0.236060], [-1.004330, 0.218050, 0.086778], [-2.287440, -0.157467, 0.468622], [-3.236545, -0.051339, -0.607673], [-3.876553, 1.340120, -0.690268], [1.995438, 0.149975, -0.910024], [1.739791, 1.727917, 0.115836], [3.241995, 2.122559, 0.669772], [1.288251, 3.209155, -1.244486], [7.272160, -0.090961, 0.435361], [5.526288, -0.788938, 0.706624], [6.356569, -0.111590, -2.011434], [-0.626035, -1.875068, 0.096037], [0.380436, -1.064223, 1.263617], [-0.688043, 1.039903, 0.741807], [-0.931737, 0.608306, -0.942564], [-2.793836, -0.361882, -1.568172], [-4.030483, -0.768713, -0.371169], [-3.304570, 2.021450, -1.335637], [-3.918733, 1.794720, 0.304724], [-4.899658, 1.222218, -1.062511], [3.533762, 1.379480, 1.222390], [-5.653316, 2.312340, 4.316220], [-6.423963, 2.561458, 2.958498], [-7.830543, 2.321435, 2.970253], [-5.716704, 2.227513, 1.758935], [-6.366576, 4.154419, 2.947491], [-5.576322, 0.792216, 4.718025], [-5.182021, 0.608659, 6.077649], [-5.000434, -0.100719, 3.758115], [-7.104659, 0.344149, 4.753182]], "forces_ev_per_angstrom": [[-0.3115, 0.2903, -0.5762], [1.0951, -0.2622, 1.2261], [-1.7778, -2.4178, -0.7956], [-0.0258, 0.8385, -0.4962], [-0.0543, -0.1027, 0.1236], [-0.1414, -0.9676, 0.6704], [0.1751, 0.4772, -0.0975], [-0.5980, 0.0608, 0.3671], [0.1595, -0.3393, -0.7534], [-0.0277, -0.2479, 1.2616], [0.6890, 1.3635, -1.0236], [-0.4739, -0.9267, 0.2789], [0.2444, 0.2100, -0.3295], [0.0760, -0.0224, 0.5518], [0.4700, 0.4384, -0.4564], [-0.4291, -0.4231, 0.2119], [-0.4458, 0.2775, 0.4726], [-0.3785, -0.1153, 0.0239], [0.4332, 0.6788, 0.5842], [0.3722, -0.2971, -1.0025], [-1.0174, 0.0355, 0.3130], [0.5034, -0.0916, -0.0172], [1.2393, 0.7627, -1.2230], [-1.1118, 0.2363, 1.5624], [-0.4719, -0.4262, -1.0388], [0.6448, -0.7381, 0.2020], [0.1796, -1.8652, -0.6645], [-0.3015, 1.7298, 0.9079], [0.8265, 1.6009, -0.1154], [0.2663, 0.1952, -0.1666], [-0.0402, 0.2650, -0.2100], [0.0110, -0.2425, -0.1264], [-0.2668, -0.1837, 0.0843], [0.1114, 0.0369, 0.2420], [0.2702, 0.0559, 0.0720], [-0.1926, -0.1598, -0.0023], [-0.2249, -0.2622, -0.1370], [0.2215, 0.2766, 0.0121], [0.2190, 0.2908, 0.1331], [-0.2167, -0.4694, -0.1639], [-0.6576, 1.4377, -1.2234], [0.0924, -0.3916, 0.2909], [0.3034, -0.3149, 0.1771], [0.3708, -0.1286, 0.4286], [-0.1735, -1.3139, 0.8904], [0.3349, 0.6920, -0.0429], [0.0483, 0.3834, -0.3143], [-0.0187, 0.0759, -0.1112]], "nbo_charge": [-0.506, 0.143, -0.475, 0.764, -0.455, -0.028, -0.205, 0.291, 0.373, -0.556, 0.909, -0.393, -0.146, -0.397, 0.901, -0.368, 0.319, -0.511, -0.055, -0.511, -0.067, -0.654, -0.393, 1.115, -0.958, -0.227, 0.240, 0.209, 0.187, 0.267, 0.261, 0.212, 0.170, 0.147, 0.205, 0.186, 0.271, 0.231, 0.503, -1.205, 2.508, -0.928, -0.964, -0.511, 2.508, -0.943, -0.953, -0.510]}